Record 1
Density functional theory data (ωB97M-V with the def2-TZVPD basis set) for a single C2H4N3OP molecule in a non-equilibrium geometry.

```
11
Properties=species:S:1:pos:R:3:forces:R:3
P -2.1416 1.1833 -0.2466 -0.478 -1.523 1.023
O -0.5632 1.2213 -0.7018 1.208 -0.775 0.626
N 1.2852 -0.1084 -0.8132 -0.377 1.687 -1.429
N 1.9852 -0.8055 0.0097 -1.413 -0.427 1.290
N 1.3856 -1.0515 1.1809 0.870 -0.460 -0.352
C 0.2522 0.2841 -0.1297 -0.967 1.070 -0.498
C 0.2578 -0.3544 1.1202 0.887 0.251 0.990
H 2.6591 -1.3234 -0.4642 1.668 -1.456 0.288
H -0.2685 -0.2528 2.0703 -0.343 0.030 -0.767
H -2.5011 1.4720 -1.5092 -1.012 0.581 -1.505
H -2.3507 -0.2645 -0.5164 -0.042 1.021 0.334
```
Positions in Å, forces in eV/Å.

Output
SMILES = POc1cn[nH]n1
orbital gap = 10.313 eV
energy relative to the best compared isomer or geometry (same formula, charge and spin) = 26.65 kcal per mole
calculated total energy = -659.40638 hartree
total charge = 0

Record 2
Density functional theory data (ωB97M-V with the def2-TZVPD basis set) for a molecular structure, C27H41HfN9O4S in a non-equilibrium geometry.

```
83
Properties=species:S:1:pos:R:3:forces:R:3
Hf -0.7762 0.8000 -0.8004 0.188 -3.542 -1.183
S -0.8134 -0.4652 1.7016 -0.564 0.684 0.364
O 4.7449 -0.8988 -2.1842 0.087 0.168 -0.106
O 4.9646 -2.3839 1.6145 -0.083 0.221 0.418
O -2.4705 1.4480 -0.0304 -1.211 0.396 0.717
O 0.8590 1.2651 -1.8121 1.361 0.719 -0.240
N -0.5358 -2.9349 2.5361 -0.040 0.190 0.164
N 5.3903 -2.4710 -0.7038 0.469 -0.313 0.104
N -1.1477 2.7896 1.2715 -0.713 0.475 0.782
N 1.3864 -1.6635 2.5552 -0.116 -0.040 -0.003
N -1.3112 0.1170 -3.0885 0.314 0.018 0.033
N -0.1257 2.3598 0.4578 0.390 0.407 0.001
N -2.5329 -0.9952 -0.8242 -0.533 0.147 0.102
N 0.7651 -1.2771 -0.8936 -0.063 -0.066 -0.290
N -1.4134 2.8389 -2.0582 0.169 -0.075 0.053
C 4.4646 -1.7510 -1.3732 -0.260 0.008 0.134
C 2.5247 -3.3238 -1.6403 -0.126 0.357 0.204
C 2.0850 2.6530 -0.3235 0.039 -0.351 -0.316
C -4.7454 2.2139 1.4299 0.330 -0.010 -0.094
C 3.0093 -2.1034 -1.1776 -0.326 -0.129 -0.117
C 1.5839 -4.0645 2.8019 -0.142 0.162 0.155
C -5.8459 2.5819 2.1799 -0.097 0.001 0.042
C 0.3224 -2.4508 -1.3553 -0.075 -0.206 0.069
C 0.0858 -1.7778 2.3077 0.317 -0.053 -0.482
C -3.3737 -0.6130 -1.9710 -0.116 -0.150 -0.595
C -1.3181 1.3122 -3.9526 -0.215 0.623 -0.298
C -3.3198 3.4767 2.9060 0.053 -0.105 -0.148
C 1.1524 -3.5037 -1.6962 0.087 0.056 -0.041
C -2.3042 2.2745 0.9842 0.492 1.141 0.757
C 1.0313 2.9756 0.5654 -0.461 0.081 0.072
C 5.1430 -3.2200 0.5035 0.000 -0.156 -0.265
C -5.6872 3.3920 3.2938 0.007 -0.042 -0.067
C -2.5190 -0.7201 -3.2345 -0.649 -0.114 0.346
C 1.2163 4.0525 1.5798 -0.050 -0.056 0.015
C 0.1037 -4.0811 3.1581 0.282 -0.405 0.132
C -3.4694 2.6565 1.7856 -0.443 -0.012 0.155
C 2.1717 -2.7134 3.1850 0.237 -0.463 0.172
C 2.0887 -1.1369 -0.7778 0.313 -0.005 -0.019
C -2.0891 2.4601 -3.3025 0.038 -0.155 -0.552
C 3.1505 1.6788 -2.3434 -0.281 -0.110 -0.029
C -4.4238 3.8400 3.6523 0.031 0.016 0.022
C 1.9668 1.8577 -1.4394 0.901 0.768 -0.121
H -0.7480 -2.5486 -1.4614 0.059 -0.054 0.007
H -0.0333 -4.0577 4.2443 0.000 0.020 -0.086
H -2.5438 -2.0123 -0.7350 0.308 0.301 0.057
H -3.1066 -0.4200 -4.1073 0.129 -0.038 0.033
H -0.5048 -0.4339 -3.3757 -0.010 0.056 0.121
H -0.5548 3.3480 -2.2781 -0.192 -0.109 0.094
H 0.4766 4.8334 1.4124 -0.047 0.061 0.033
H 3.2032 -4.0967 -1.9694 0.060 -0.084 -0.042
H -2.2333 -1.7670 -3.3752 0.077 0.128 -0.060
H -6.5479 3.6749 3.8793 -0.078 0.037 0.060
H -1.5420 -2.9233 2.4729 0.062 0.112 -0.119
H 5.7983 -1.9731 1.8747 0.005 -0.098 -0.051
H 1.6986 -4.2246 1.7290 0.042 -0.050 -0.079
H 1.8159 -0.7636 2.4078 -0.203 -0.002 -0.029
H -0.2827 1.6241 -4.1124 -0.086 -0.069 0.019
H 5.9662 -3.9290 0.6548 -0.178 0.154 -0.096
H 4.2041 -3.7726 0.3943 0.255 0.041 0.082
H -2.3307 3.8168 3.1663 0.066 0.055 0.098
H -1.7594 1.0900 -4.9303 0.103 -0.044 0.097
H 4.0807 1.7983 -1.7994 0.093 0.013 0.022
H -3.6931 0.4219 -1.8189 -0.054 -0.180 -0.020
H -2.1487 3.2926 -4.0129 -0.082 -0.118 0.108
H 0.7372 -4.4339 -2.0443 -0.131 -0.108 -0.078
H 3.1358 0.6936 -2.8022 0.030 0.003 0.003
H 3.1346 2.4173 -3.1435 -0.104 0.131 -0.073
H 3.2029 -2.6244 2.8440 -0.131 0.035 0.055
H -2.0056 3.4741 -1.5208 0.193 -0.194 -0.010
H -4.3022 4.4739 4.5177 0.015 0.041 0.054
H 2.1526 -2.5985 4.2736 0.008 0.070 -0.066
H -0.3767 -4.9840 2.7793 0.003 0.055 0.036
H -4.2678 -1.2410 -2.0746 0.121 0.170 0.077
H 3.0321 3.1363 -0.1454 0.088 -0.045 -0.060
H -4.8660 1.5902 0.5554 -0.036 -0.049 -0.037
H 2.2112 4.4797 1.5336 0.086 -0.015 -0.052
H -3.1087 2.1467 -3.0621 0.062 0.087 -0.049
H 1.0298 3.6627 2.5784 -0.058 -0.025 0.082
H 2.4444 -0.1969 -0.3725 0.030 -0.001 -0.062
H 2.1012 -4.8608 3.3310 0.032 -0.031 -0.006
H 6.3468 -2.2071 -0.9155 -0.131 -0.055 -0.011
H -6.8288 2.2371 1.8956 -0.069 -0.012 -0.007
H -2.9751 -0.6371 0.0254 0.122 -0.270 -0.091
```
Positions in Å, forces in eV/Å.

Output
orbital gap = 7.595 eV
energy relative to the best compared isomer or geometry (same formula, charge and spin) = 24.31 kcal per mole
calculated total energy = -2293.19456 hartree
total charge = +2

Record 3
Density functional theory data (ωB97M-V with the def2-TZVPD basis set) for a single C2H3IO2S molecule in a non-equilibrium geometry.

```
9
Properties=species:S:1:pos:R:3:forces:R:3
I -5.0142 -0.4144 -0.1300 -0.315 -0.308 -0.322
S -0.9381 1.6841 -0.4130 0.453 -1.096 -0.140
O -1.0240 2.3815 0.8404 0.002 0.374 0.466
O -2.4993 0.7468 -0.6834 -0.480 -0.318 -0.094
C -0.0738 0.0977 -0.0695 -0.245 0.496 -0.236
C -3.3084 0.7613 0.2884 0.735 0.579 0.377
H -0.3310 -0.2236 0.9363 -0.163 0.121 0.069
H 0.9971 0.2648 -0.1468 0.060 0.165 -0.006
H -0.3841 -0.6398 -0.8028 -0.047 -0.015 -0.113
```
Positions in Å, forces in eV/Å.

Output
orbital gap = 8.212 eV
energy relative to the best compared isomer or geometry (same formula, charge and spin) = 40.73 kcal per mole
calculated total energy = -924.24343 hartree
total charge = 0

Record 4
Density functional theory data (ωB97M-V with the def2-TZVPD basis set) for a single C8H11BO molecule in a non-equilibrium geometry.

```
21
Properties=species:S:1:pos:R:3:forces:R:3
O -0.2741 1.2524 -0.9172 1.660 -0.013 -0.914
C -2.0484 -0.5080 0.8574 -0.828 -2.364 0.160
C 1.1477 -1.3569 0.2375 1.269 3.018 -1.281
C 3.0515 0.9554 0.6215 0.835 -2.798 2.097
C -0.1202 -1.2628 -0.5654 -0.133 0.395 -1.476
C -1.3308 1.6493 -0.2559 -2.019 -1.874 2.767
C -0.3770 -0.0481 -1.4750 0.702 0.142 -0.803
C -2.1507 0.8710 0.5262 -0.603 3.498 0.030
C -1.2357 -1.4932 0.3618 -2.322 2.243 1.362
B 2.0515 -0.2716 0.3996 -0.082 0.192 -0.350
H -1.5215 -2.3989 0.8409 0.664 -1.230 -0.251
H -2.8594 -0.8666 1.5672 1.182 0.475 -0.813
H -1.4275 -0.1448 -1.7442 -0.011 -0.152 -0.628
H 4.0371 0.8421 0.1117 -0.496 -0.602 0.592
H -1.4782 2.6799 -0.1970 -0.039 1.651 -0.360
H 1.4034 -2.3340 0.4646 0.607 -1.767 0.820
H 0.3082 -0.0325 -2.4122 -1.084 -0.194 1.720
H -0.1763 -1.9181 -1.4634 0.405 -0.987 0.967
H -2.9762 1.5205 1.0665 1.701 -1.592 -1.189
H 3.2038 1.0005 1.7872 -0.128 0.423 -2.268
H 2.7729 1.8643 0.1884 -1.280 1.536 -0.181
```
Positions in Å, forces in eV/Å.

Output
SMILES = CB=C[C@H]1C=CC=COC1
orbital gap = 8.137 eV
energy relative to the best compared isomer or geometry (same formula, charge and spin) = 67.06 kcal per mole
calculated total energy = -411.37222 hartree
total charge = 0

Record 5
Density functional theory data (ωB97M-V with the def2-TZVPD basis set) for 2 unconnected molecules or ions with the total composition C10H16O in a non-equilibrium geometry.

```
27
Properties=species:S:1:pos:R:3:forces:R:3
O -1.7978 -3.5466 1.0779 -0.287 -0.152 -0.122
C -0.6463 -1.4754 1.3537 0.090 -0.426 -0.338
C -1.3017 -2.3957 0.5160 0.325 0.017 0.687
C 0.0070 -0.2010 -0.5618 0.586 -0.064 -0.862
C -1.4224 -2.1852 -0.8447 0.792 1.074 0.375
C -0.7442 -1.0573 -1.3516 -0.634 -0.557 -0.081
C 0.6477 1.0563 -1.2044 -1.617 -1.146 1.326
C 1.0776 0.9322 -2.6615 0.643 0.309 0.812
C 0.0856 -0.4393 0.8099 -0.596 0.463 -0.366
C 0.8944 3.9624 0.9915 0.241 0.199 0.028
C 2.1956 3.4481 1.6329 -1.145 -0.512 0.548
H -0.2304 1.7047 -1.1098 0.565 0.729 -0.149
H 1.9308 3.3546 2.6928 0.465 -0.069 0.016
H 1.2494 -0.1168 -2.8884 -0.334 0.011 -0.505
H -0.7238 -1.6157 2.4255 0.218 -0.092 0.022
H 0.4520 4.7014 1.6532 -0.053 0.275 -0.051
H 2.4334 2.4340 1.3094 0.211 0.119 -0.214
H 1.3973 1.3532 -0.4722 0.248 0.431 -0.461
H 3.0695 4.0802 1.5604 0.043 0.249 -0.234
H -1.2423 -3.7825 1.8299 -0.191 0.096 -0.053
H 0.9919 4.4144 0.0055 0.199 -0.058 -0.047
H 2.0404 1.4123 -2.7813 0.279 0.203 -0.099
H -0.8242 -0.8365 -2.4096 -0.030 -0.085 -0.018
H -2.0034 -2.8510 -1.4600 0.051 -0.126 -0.121
H 0.6176 0.2790 1.4240 0.024 -0.153 0.173
H 0.1544 3.1703 0.9090 0.037 -0.192 -0.007
H 0.3954 1.4757 -3.3103 -0.129 -0.542 -0.261
```
Positions in Å, forces in eV/Å.

Output
SMILES = CCc1ccc(O)cc1.CC
orbital gap = 9.263 eV
energy relative to the best compared isomer or geometry (same formula, charge and spin) = 29.16 kcal per mole
calculated total energy = -465.85132 hartree
total charge = 0

Record 6
Density functional theory data (ωB97M-V with the def2-TZVPD basis set) for 2 unconnected molecules or ions with the total composition C4H7NO.

```
13
Properties=species:S:1:pos:R:3:forces:R:3
O -1.4528 -1.1608 0.0233 0.077 0.205 -0.177
N 0.8050 0.5125 -1.4744 0.000 0.203 -0.331
C -1.3357 -0.3621 1.1127 0.025 0.191 0.265
C -1.0005 0.9274 1.1045 -0.040 -0.126 -0.011
C 1.3041 -0.8585 -1.1102 0.300 -0.016 0.230
C 1.5374 0.0495 -0.2482 0.113 -0.315 -0.005
H -0.8816 1.4718 2.0341 -0.149 -0.117 -0.083
H 1.8045 0.4637 0.7075 0.015 -0.101 -0.163
H 1.4903 0.9457 -2.1043 -0.267 -0.092 0.067
H -1.5411 -0.9135 2.0265 0.025 0.082 -0.105
H 1.2020 -1.8574 -1.4975 0.069 0.138 0.118
H -0.8176 1.4457 0.1663 -0.007 -0.061 0.168
H -1.1141 -0.6640 -0.7403 -0.161 0.011 0.027
```
Positions in Å, forces in eV/Å.

Output
SMILES = C1=CN1.C=CO
orbital gap = 9.850 eV
energy relative to the best compared isomer or geometry (same formula, charge and spin) = 117.81 kcal per mole
calculated total energy = -286.44390 hartree
total charge = 0